Entry 1:
{
  "formula": "C47H56ClIN4O5PTa",
  "method": "wB97M-V/def2-TZVPD",
  "species": ["Ta", "C", "C", "N", "C", "C", "N", "C", "O", "O", "C", "O", "O", "H", "H", "H", "H", "H", "Cl", "C", "H", "H", "N", "C", "H", "I", "C", "C", "C", "C", "C", "C", "C", "C", "H", "H", "H", "H", "H", "O", "P", "C", "C", "C", "C", "C", "C", "C", "C", "C", "C", "C", "C", "C", "C", "C", "C", "C", "C", "H", "H", "H", "H", "H", "H", "H", "H", "H", "H", "H", "H", "H", "H", "H", "H", "H", "H", "H", "H", "H", "H", "H", "H", "H", "H", "H", "H", "H", "H", "H", "H", "H", "N", "C", "C", "C", "C", "C", "C", "C", "C", "C", "C", "C", "C", "C", "H", "H", "H", "H", "H", "H", "H", "H", "H", "H"],
  "coordinates": [[1.28145, 0.21595, -0.38458], [-1.25561, -3.13057, 0.35396], [-0.09479, -3.06788, -0.57058], [0.73916, -2.07348, -0.86797], [1.53688, -2.54047, -1.88673], [1.22449, -3.82514, -2.19285], [0.19341, -4.13137, -1.35231], [1.70436, -4.81834, -3.18153], [2.68568, -4.43696, -3.97351], [1.18714, -5.90864, -3.22577], [2.48674, -1.61375, -2.51125], [3.24502, -1.95751, -3.41226], [2.40748, -0.43511, -2.00606], [-1.70907, -2.14691, 0.46383], [-0.94600, -3.48386, 1.33577], [-1.99038, -3.82561, -0.05952], [-0.27225, -5.02654, -1.35604], [2.95465, -3.49167, -3.79940], [-0.64711, 0.23483, -2.08915], [0.68435, 1.48727, -2.08826], [0.19623, 2.44414, -1.96518], [1.25485, 1.38185, -3.00335], [0.39595, -1.50280, 1.88414], [0.21396, -0.28048, 1.53385], [0.15227, -1.65756, 2.86872], [1.56686, 2.82354, 0.57411], [-0.29840, 0.66191, 2.49445], [-0.72297, 1.42424, 3.32513], [-1.23497, 2.42109, 4.21852], [-0.78549, 3.73887, 4.09376], [-1.28904, 4.72586, 4.92498], [-2.24827, 4.41262, 5.87959], [-2.69620, 3.10489, 6.00910], [-2.18899, 2.11002, 5.18820], [-0.04382, 3.96867, 3.33895], [-0.93459, 5.74368, 4.82329], [-2.64381, 5.18752, 6.52362], [-3.44048, 2.85807, 6.75536], [-2.53070, 1.08735, 5.28619], [-2.59788, -0.20073, 0.29953], [-3.91659, 0.47787, 0.09315], [-3.62503, 2.27064, -0.18863], [-3.07830, 3.02801, 1.03141], [-4.17169, 3.60701, 1.93051], [-5.15162, 4.46709, 1.13984], [-5.77608, 3.65633, 0.00901], [-4.69157, 3.10546, -0.91129], [-5.06193, 0.18642, 1.49805], [-4.32071, 0.31961, 2.85134], [-3.50727, -0.91267, 3.24599], [-4.34114, -2.18636, 3.19995], [-4.94273, -2.35233, 1.80979], [-5.82051, -1.15196, 1.45949], [-4.68897, -0.07310, -1.48067], [-4.38558, -1.55029, -1.76418], [-4.77998, -1.91156, -3.19597], [-6.20269, -1.42240, -3.55141], [-6.95154, -0.92018, -2.31966], [-6.19534, 0.24783, -1.68401], [-2.78636, 2.14780, -0.88878], [-2.46846, 3.85800, 0.65495], [-2.39303, 2.38908, 1.58890], [-3.70764, 4.18538, 2.73137], [-4.73322, 2.80599, 2.41933], [-4.61927, 5.32330, 0.70918], [-5.92365, 4.87294, 1.79715], [-6.46938, 4.26966, -0.57101], [-6.36992, 2.83766, 0.43198], [-4.17021, 3.95805, -1.36174], [-5.13055, 2.55382, -1.74098], [-5.79463, 0.99756, 1.43442], [-5.08551, 0.50288, 3.61609], [-3.66313, 1.18728, 2.85321], [-3.09464, -0.75838, 4.24711], [-2.66198, -1.00397, 2.56297], [-5.14795, -2.13608, 3.94124], [-3.72699, -3.05219, 3.45923], [-5.53327, -3.26947, 1.74198], [-4.12549, -2.43935, 1.08789], [-6.62010, -1.08828, 2.20726], [-6.31509, -1.29938, 0.49963], [-4.10947, 0.49847, -2.21931], [-4.93087, -2.18532, -1.06373], [-3.32505, -1.74358, -1.59803], [-4.70714, -2.99388, -3.32116], [-4.05267, -1.47463, -3.88496], [-6.76878, -2.21634, -4.04027], [-6.14582, -0.60177, -4.27246], [-7.08459, -1.73525, -1.60242], [-7.95459, -0.58896, -2.59560], [-6.67626, 0.54564, -0.74902], [-6.29497, 1.10361, -2.35412], [2.86808, -0.13285, 0.61736], [3.94805, -0.31609, 1.25327], [4.98443, -1.25909, 0.75818], [5.69505, -2.05553, 1.65412], [6.60598, -2.98758, 1.18054], [6.82501, -3.11391, -0.18423], [6.13353, -2.30720, -1.07904], [5.21295, -1.38514, -0.61053], [4.19011, 0.42108, 2.52345], [5.46373, 0.90064, 2.82482], [5.66324, 1.66794, 3.96166], [4.59949, 1.94017, 4.81144], [3.33242, 1.45333, 4.51997], [3.12576, 0.70456, 3.37364], [5.51920, -1.95745, 2.71770], [7.14402, -3.61685, 1.87755], [7.53754, -3.84108, -0.55226], [6.30415, -2.39644, -2.14390], [4.68051, -0.74482, -1.29912], [6.28996, 0.68633, 2.15887], [6.64871, 2.05603, 4.18412], [4.75872, 2.53711, 5.70054], [2.49971, 1.66819, 5.17755], [2.13962, 0.33892, 3.12910]],
  "energy_ev": -97313.911
}

Entry 2:
{
  "formula": "C11H23N3O3S",
  "method": "wB97M-V/def2-TZVPD",
  "species": ["C", "S", "C", "C", "C", "N", "C", "O", "C", "N", "C", "C", "C", "C", "N", "C", "O", "O", "H", "H", "H", "H", "H", "H", "H", "H", "H", "H", "H", "H", "H", "H", "H", "H", "H", "H", "H", "H", "H", "H", "H"],
  "coordinates": [[-3.94430, -2.93422, 0.61305], [-4.66776, -1.56400, -0.19757], [-3.72755, -0.13536, 0.31586], [-2.37150, 0.00717, -0.49165], [-1.79804, 1.45330, -0.30879], [-0.61423, 1.84604, -1.06517], [0.48621, 1.04974, -1.31792], [1.23814, 1.29647, -2.27724], [0.86823, -0.09073, -0.34807], [0.48626, -1.36805, -0.97550], [2.32928, -0.06754, 0.14219], [3.43952, -0.47620, -0.83917], [4.85172, -0.31407, -0.26197], [5.21778, -1.29890, 0.88789], [6.53566, -1.14125, 1.44060], [-1.57701, 1.96739, 1.19161], [-2.18443, 1.49958, 2.11424], [-0.66190, 2.97015, 1.31992], [-3.58341, -2.63053, 1.61187], [-3.14030, -3.45491, 0.03611], [-4.73295, -3.69968, 0.75362], [-3.66591, -0.09696, 1.46544], [-4.33097, 0.70606, 0.07232], [-1.63990, -0.78652, -0.16398], [-2.63278, -0.11083, -1.57856], [-2.63294, 2.02779, -0.73381], [-0.78688, 2.38777, -1.85988], [0.21151, 0.00292, 0.57808], [1.04756, -2.15398, -0.64284], [0.61537, -1.28769, -1.98245], [2.33371, -0.52247, 1.12419], [2.58109, 0.97689, 0.38744], [3.48454, 0.19044, -1.72341], [3.30616, -1.53932, -1.16849], [5.59448, -0.45002, -1.04218], [4.80886, 0.74502, 0.08018], [5.12763, -2.35744, 0.44618], [4.52218, -1.15680, 1.72116], [6.60105, -0.38358, 2.08419], [7.19347, -0.93993, 0.69064], [-0.23171, 3.10756, 0.45211]],
  "smiles": "CSCC[C@H](NC(=O)[C@@H](N)CCCCN)C(=O)O",
  "energy_ev": -33227.938
}

Entry 3:
{
  "formula": "C8H12N2O2",
  "method": "wB97M-V/def2-TZVPD",
  "species": ["C", "C", "C", "C", "C", "C", "C", "C", "N", "N", "O", "O", "H", "H", "H", "H", "H", "H", "H", "H", "H", "H", "H", "H"],
  "coordinates": [[-2.97048, -0.86513, 0.07056], [0.40203, 0.29979, 0.12786], [-2.71070, 1.38373, -0.02327], [-0.69260, -0.59996, 0.05978], [-4.17625, 1.47472, -0.05379], [-0.65893, -2.07581, 0.01281], [3.96861, -0.30983, -0.16472], [2.74991, 0.48621, 0.26419], [-3.76960, -1.68237, 0.12562], [-2.04359, 0.10769, 0.02218], [0.30279, 1.51852, 0.14946], [1.60032, -0.34643, 0.16808], [-2.04119, 2.22293, -0.00035], [-4.45426, 2.50450, -0.26574], [-4.62345, 1.18728, 0.90327], [-4.61348, 0.82314, -0.81380], [-1.12205, -2.53292, 0.89102], [0.39086, -2.35896, -0.01448], [-1.15532, -2.47404, -0.87453], [4.85179, 0.32132, -0.11033], [4.10720, -1.17090, 0.48494], [3.84633, -0.66230, -1.18597], [2.60543, 1.36813, -0.37100], [2.84967, 0.82860, 1.30172]],
  "energy_ev": -15562.586
}

Entry 4:
{
  "formula": "C5H12N",
  "method": "wB97M-V/def2-TZVPD",
  "species": ["C", "C", "C", "C", "C", "N", "H", "H", "H", "H", "H", "H", "H", "H", "H", "H", "H", "H"],
  "coordinates": [[-0.33854, -2.20094, 0.54281], [-0.66870, -1.36231, 1.79214], [-1.10733, 0.07962, 1.40588], [0.12096, 0.86960, 1.08856], [0.60101, 0.76808, -0.10466], [1.22969, 1.83732, -3.71234], [-1.22621, -2.51298, 0.00663], [0.23627, -1.52497, -0.11898], [0.28175, -3.05122, 0.74115], [-1.40743, -1.89110, 2.38860], [0.26142, -1.33660, 2.36570], [-1.76523, -0.06331, 0.55083], [-1.72030, 0.50668, 2.19564], [0.60921, 1.48443, 1.85190], [0.66925, 1.60574, -0.81953], [0.65934, 2.02829, -4.50565], [0.90730, 1.26449, -2.97661], [2.21489, 1.88187, -3.85375]],
  "charge": 1,
  "energy_ev": -6857.926
}

Entry 5:
{
  "formula": "C2H3Br2N3",
  "method": "wB97M-V/def2-TZVPD",
  "species": ["N", "C", "Br", "C", "Br", "H", "H", "H", "N", "N"],
  "coordinates": [[-0.41674, 0.52089, 0.21730], [0.92312, 0.72444, 0.07705], [1.45346, 2.64127, 0.26858], [1.82312, -0.27020, -0.14962], [3.62893, 0.22508, -0.39195], [-0.92824, -0.29520, 0.10112], [-0.76306, 1.30139, 0.60390], [1.57484, -1.31746, 0.09154], [2.74817, -3.34860, 1.16105], [3.54404, -3.77190, 0.56190]],
  "smiles": "N/C(Br)=C/Br.N#N",
  "energy_ev": -146677.542
}

Entry 6:
{
  "formula": "C14H18N2O6",
  "method": "wB97M-V/def2-TZVPD",
  "species": ["C", "C", "C", "C", "H", "H", "O", "C", "O", "C", "C", "H", "H", "C", "C", "C", "C", "C", "C", "C", "N", "O", "O", "H", "N", "O", "O", "H", "H", "H", "H", "H", "H", "H", "H", "H", "H", "H", "H", "H"],
  "coordinates": [[2.18316, -2.28718, 1.43208], [3.44767, -2.11598, 0.60392], [3.13016, -2.13959, -0.98024], [2.47691, -0.99770, -1.46214], [2.95566, 0.01719, -0.97138], [2.67521, -1.02249, -2.51035], [1.15874, -1.34614, -1.06929], [0.38033, -1.79774, -2.19646], [0.80372, -2.31004, -3.22124], [-1.09297, -1.95063, -1.61439], [-1.68319, -1.02240, -0.79779], [-2.52623, -1.21054, -0.44608], [-0.69909, -0.79786, 0.23943], [-1.70432, 0.43712, -1.32709], [-1.77435, 1.57161, -0.31612], [-3.11206, 1.78972, 0.13382], [-3.28736, 2.80714, 1.26271], [-2.27834, 3.15271, 1.96307], [-1.12779, 2.90543, 1.56871], [-0.85393, 1.85027, 0.58947], [0.65020, 1.62038, 0.21923], [0.93573, 1.53890, -0.84586], [1.13035, 1.12321, 1.19170], [-0.26377, 2.97406, 2.30046], [-2.59323, 4.25914, 2.73732], [-1.65471, 4.58006, 3.63892], [-3.57163, 4.46981, 3.34295], [-4.49865, 3.15015, 1.23320], [-3.92308, 1.43941, -0.47592], [-2.44213, 0.47637, -1.94473], [-0.74879, 0.67563, -1.92689], [-1.64848, -1.91386, -2.63005], [-1.25989, -2.98291, -1.20160], [4.35306, -2.23298, -1.43678], [2.81495, -3.18427, -1.22473], [3.89672, -1.36084, 0.69991], [4.18621, -2.95608, 0.68777], [2.36657, -2.56219, 2.56654], [1.65237, -1.37508, 1.20667], [1.54624, -3.27183, 0.98126]],
  "energy_ev": -30056.381
}